[1]
C4H8N2 | wB97M-V/def2-TZVPD

Structure (XYZ):
```
14
Properties=species:S:1:pos:R:3:forces:R:3
C -0.3693 -0.4071 1.4590 1.8 -1.1 0.3
N -1.1401 0.7886 1.3939 -0.1 0.3 -0.4
C -1.2540 0.3124 0.0306 -1.6 0.3 -1.5
C -0.0201 -0.4695 -0.2221 -0.7 -0.2 3.3
C 0.9425 0.3449 -1.7814 1.0 0.9 -1.8
N 1.1927 0.3192 -0.4228 -0.5 -0.4 0.0
H -0.9290 -1.2700 1.8180 0.1 0.1 -0.1
H 0.6384 -0.3167 1.8934 -0.3 -0.1 0.3
H -0.5319 1.6068 1.4353 -0.1 -0.2 0.0
H -2.2181 -0.1646 -0.2159 0.5 0.3 0.1
H 0.0019 -1.4779 -0.6121 -0.2 0.0 -0.2
H 0.1544 1.0169 -2.1116 0.1 -0.3 0.0
H 1.6142 -0.1352 -2.4873 -0.1 0.2 0.0
H 2.0119 -0.2266 -0.1889 0.1 0.0 0.0
```
Forces are in eV/Å.

Calculated values
- DFT total energy (eV) = -7251.542
- LUMO level (spin up / spin down) (eV) = 0.749 / 0.656
- ΔE to the lowest compared entry with this formula, charge and spin (kJ/mol) = 611.1
- highest occupied orbital energy (spin up / spin down) (eV) = -6.89 / -7.04

=====

[2]
C37H34GeN2O5OsPS2 | wB97M-V/def2-TZVPD

Structure (XYZ):
```
83
Properties=species:S:1:pos:R:3:forces:R:3
Os 0.3521 -1.6470 0.2340 0.2 -1.2 -0.1
O 3.6964 -3.4245 2.1375 1.0 -0.5 0.8
C 2.9723 -2.7586 1.4508 -1.6 -0.1 -0.8
O 1.7137 -3.0327 1.2339 -0.1 0.8 -0.1
C 3.5674 -1.5304 0.7309 -0.4 -0.2 1.2
P 2.3791 -0.8150 -0.4642 1.2 -0.2 0.1
C 2.8928 0.9228 -0.6253 0.0 0.5 0.5
C 2.0142 1.8357 -1.1612 1.7 2.0 -0.3
C 2.4526 3.1911 -1.2927 -1.5 0.0 -0.1
C 3.6637 3.6603 -0.8755 0.5 -1.9 1.2
C 4.5440 2.7228 -0.2567 -1.2 1.1 -0.7
C 4.1358 1.4177 -0.1433 -0.5 -0.1 -0.6
C 3.0506 -1.5728 -1.9751 -0.1 -1.0 -0.6
C 3.0103 -2.9763 -2.1723 -0.6 0.5 1.5
C 3.6171 -3.5380 -3.2903 -0.4 -1.8 -0.1
C 4.2963 -2.7676 -4.2253 -1.0 1.4 1.5
C 4.2510 -1.3563 -4.0401 0.7 -2.5 -1.0
C 3.6406 -0.7978 -2.9623 -0.8 1.7 0.4
H 4.4502 -1.9307 0.2660 0.5 0.3 -0.4
H 3.8618 -0.8875 1.5777 -0.1 0.2 -0.6
H 1.0390 1.6256 -1.5022 -0.9 -0.6 -0.2
H 1.7295 3.9649 -1.5806 0.2 -0.6 -0.2
H 3.8110 4.7092 -0.8069 0.5 0.7 -0.3
H 5.4619 3.0670 0.1905 0.2 -0.1 0.0
H 4.8101 0.7740 0.3415 0.6 -1.0 0.5
H 2.4796 -3.5916 -1.3810 0.7 0.6 -1.2
H 3.4851 -4.6550 -3.4606 0.4 1.5 0.3
H 4.7625 -3.2583 -5.0455 0.4 0.0 -0.6
H 4.7233 -0.7755 -4.7866 0.3 0.8 -0.6
H 3.5088 0.3083 -2.9267 0.5 -1.0 0.1
O -1.4064 -4.9083 1.3063 0.2 -0.5 0.5
S -1.7251 -3.7127 0.6025 1.1 -0.7 -1.2
O -1.2044 -2.4788 1.3020 0.0 0.7 0.9
O -3.0784 -3.5509 0.2100 -1.9 0.4 0.0
S -0.6529 -3.5372 -1.1680 0.6 0.5 0.1
C -0.6542 0.0476 -0.1270 -0.2 0.6 2.0
Ge -1.2175 1.0201 1.5769 1.6 -0.9 -1.2
C -0.4636 2.8399 1.5248 -1.0 0.7 -1.7
C 0.2603 3.4300 2.5338 1.4 0.6 1.8
C 0.9322 4.7035 2.4446 -1.4 -1.3 -1.5
C 0.8034 5.4144 1.2294 -1.2 -2.1 1.2
C 0.0060 4.8490 0.1989 -0.1 -0.7 0.4
C -0.6243 3.5829 0.3195 1.6 1.3 0.7
C -3.1060 0.8805 1.8483 -1.1 0.5 0.1
C -3.8513 2.0363 2.0631 -1.7 -0.1 0.2
C -5.2604 1.9498 2.2216 1.8 -0.7 -0.3
C -5.8607 0.7245 2.0931 -1.8 1.1 0.9
C -5.1458 -0.4185 1.9452 0.6 -0.3 0.0
C -3.7885 -0.3543 1.8383 1.8 0.2 -0.5
C -0.2716 0.1520 3.0569 1.6 0.3 -0.5
C -0.9206 -0.3869 4.1442 1.0 -0.5 1.0
C -0.2306 -1.1371 5.1165 0.5 -0.1 -0.6
C 1.1143 -1.3864 4.9356 0.2 -0.2 1.0
C 1.8258 -0.6623 3.9736 0.2 -0.8 0.6
C 1.1792 0.0787 3.0173 -1.7 -0.3 0.3
H -0.7835 0.4272 -1.1162 -0.5 0.4 -0.6
H 0.3808 2.8553 3.4833 -0.1 0.5 -0.8
H 1.4981 5.0987 3.2896 -0.2 -0.2 -0.3
H 1.2304 6.3753 1.2491 0.5 1.1 -0.8
H -0.1242 5.3244 -0.7672 0.1 0.4 0.2
H -1.0841 3.2178 -0.5996 -0.2 -0.3 0.5
H -3.4283 3.0198 2.1174 0.5 0.3 0.0
H -5.8854 2.7347 2.5535 -0.2 1.2 -0.1
H -6.9391 0.7114 2.2806 0.3 -0.3 -0.2
H -5.6210 -1.3514 2.0127 -0.6 -1.2 -0.2
H -3.1821 -1.2418 1.6902 -0.2 -0.1 0.1
H -1.9450 -0.2365 4.3485 -1.2 0.2 -0.3
H -0.6869 -1.5342 6.0112 -0.5 -0.1 -0.2
H 1.6309 -2.1093 5.6235 -0.4 1.0 -0.7
H 2.8953 -0.7359 4.0855 0.3 0.1 -0.6
H 1.7723 0.5576 2.2522 -0.2 0.3 -0.2
C -4.1381 -2.2477 -2.6349 2.4 -0.2 -0.1
N -3.7716 -1.7122 -3.9378 0.1 0.3 -0.5
C -4.3350 -0.6153 -4.4918 -1.3 1.3 0.3
C -4.0641 -0.6272 -5.8476 0.1 -0.8 1.8
N -3.2947 -1.7322 -6.0979 1.2 0.1 0.0
C -3.0438 -2.2865 -4.9196 -1.9 0.6 -0.8
H -4.5740 -1.4472 -2.0980 -0.9 0.5 0.6
H -3.1705 -2.4015 -2.1297 -0.6 -0.6 0.2
H -4.7374 -3.1602 -2.6938 0.1 0.3 0.0
H -4.8310 0.0785 -3.7878 0.1 -0.4 -1.0
H -4.3593 0.0812 -6.5823 -0.1 0.2 -0.5
H -2.4404 -3.1020 -4.6890 0.8 -1.4 -0.1
```
Forces are in eV/Å.

Calculated values
- multiplicity = 5
- DFT total energy (eV) = -142079.593
- LUMO level (spin up / spin down) (eV) = 2.200 / 1.039
- ΔE to the lowest compared entry with this formula, charge and spin (kJ/mol) = 154.3
- highest occupied orbital energy (spin up / spin down) (eV) = -4.14 / -5.65
- net charge = -1

=====

[3]
C22H23Cl4N2O3OsTe | wB97M-V/def2-TZVPD

Structure (XYZ):
```
56
Properties=species:S:1:pos:R:3:forces:R:3
Os 0.7678 1.2424 -1.5899 -1.5 0.5 -0.2
Cl 0.6112 -4.9965 2.6933 0.1 0.1 -0.1
C 1.6122 -3.9648 1.7492 0.1 -0.3 0.0
C 2.7350 -4.4630 1.1427 -0.1 -0.1 0.1
C 3.5440 -3.6131 0.3874 0.0 0.1 0.0
C 3.2557 -2.2555 0.2825 0.0 0.0 0.0
C 2.1329 -1.7439 0.8845 0.1 0.3 -0.2
Cl 1.8854 -0.0409 0.8821 0.3 -0.3 0.5
C 1.2356 -2.5923 1.5932 -0.3 0.1 0.2
N 0.1153 -2.1749 2.2208 0.4 -0.3 -0.1
C -0.7512 -1.0870 1.9909 -0.4 0.4 -0.1
C -1.0616 -0.3377 3.1499 0.2 -0.2 0.1
C -2.0581 0.6459 3.1265 -0.2 0.1 -0.1
C -2.7480 0.9041 1.9916 0.2 0.0 0.0
C -2.4439 0.2195 0.6927 0.0 0.2 0.0
C -1.3873 -0.8783 0.7815 0.1 -0.2 0.1
C -1.1948 -1.7763 -0.4199 0.1 0.1 -0.1
C -0.3528 -1.0520 -1.4686 0.2 -0.4 0.0
O -0.9141 -0.1401 -2.1689 0.3 0.3 0.0
O 0.8682 -1.2541 -1.5306 0.0 -0.2 0.2
H 2.9865 -5.5082 1.2559 0.0 0.0 0.0
H 4.4191 -4.0117 -0.1077 0.0 0.0 0.0
H 3.9157 -1.5947 -0.2608 0.0 0.0 0.0
H -0.1698 -2.7879 2.9828 -0.1 0.0 0.0
H -0.5253 -0.5483 4.0661 0.0 0.0 0.0
H -2.2978 1.1793 4.0366 0.0 0.0 0.0
H -3.5638 1.6134 1.9809 0.0 0.0 0.0
H -1.9715 0.8467 -1.2288 0.1 0.0 0.0
H -2.1555 -2.0158 -0.8730 -0.1 0.0 0.0
H -0.6856 -2.6978 -0.1478 0.0 0.0 0.0
Cl 2.1237 1.3452 -3.4571 0.7 0.4 -0.4
C 1.9641 0.2398 -4.8698 -0.2 -0.8 -0.1
Cl 2.2428 -1.4360 -4.4262 0.0 0.3 -0.1
H 2.7246 0.5647 -5.5704 0.0 0.1 0.1
H 0.9644 0.3547 -5.2719 0.0 0.0 0.1
C 2.0534 3.3410 1.3009 -0.1 0.0 -0.1
Te 2.1176 3.3678 -0.8345 0.4 -0.2 0.4
C 4.1389 2.6725 -0.9438 0.0 0.2 0.0
H 2.5856 4.2152 1.6664 0.0 0.0 0.0
H 2.5227 2.4351 1.6710 0.0 0.0 0.0
H 1.0119 3.3852 1.6107 0.0 0.0 0.0
H 4.1888 1.6425 -0.6035 -0.1 0.0 0.0
H 4.7525 3.3123 -0.3139 0.0 0.0 0.0
H 4.4733 2.7529 -1.9746 0.0 0.0 0.0
O -0.5702 1.6009 -0.0638 0.5 0.1 0.2
N -1.9068 1.3189 -0.2991 -0.4 -0.5 -0.2
C -3.7075 -0.3614 0.0963 0.0 0.0 0.0
C -4.6515 0.2296 -0.6847 0.1 0.0 0.1
C -4.7949 1.5829 -1.0567 -0.1 -0.1 -0.1
C -3.9309 2.6516 -0.7284 0.1 -0.1 0.0
C -2.6532 2.5626 -0.3148 -0.2 0.4 0.0
H -3.8854 -1.3868 0.3963 0.0 0.0 0.0
H -5.4603 -0.4209 -0.9968 0.0 0.0 0.0
H -5.7146 1.8416 -1.5641 0.0 0.0 0.0
H -4.3347 3.6522 -0.8202 0.1 0.0 0.0
H -2.0575 3.4194 -0.0423 0.1 -0.1 0.0
```
Forces are in eV/Å.

Calculated values
- multiplicity = 6
- DFT total energy (eV) = -92138.286
- LUMO level (spin up / spin down) (eV) = -5.223 / -8.967
- ΔE to the lowest compared entry with this formula, charge and spin (kJ/mol) = 272.7
- highest occupied orbital energy (spin up / spin down) (eV) = -13.08 / -13.53
- net charge = +2

=====

[4]
C7H7ClIN2 | wB97M-V/def2-TZVPD

Structure (XYZ):
```
18
Properties=species:S:1:pos:R:3:forces:R:3
C 0.7679 -1.6257 -2.4078 0.6 -0.1 1.0
C -1.6153 0.9533 0.4052 -4.1 2.7 -0.9
C 0.3353 -1.3522 1.2959 2.1 -3.7 -3.0
C -0.2059 -0.7691 -0.1837 1.6 1.4 2.8
C -0.5316 1.7939 0.9394 2.8 -1.0 -1.7
C 0.9673 -0.1821 0.6180 -0.6 0.2 -1.0
C 0.4768 0.8393 1.5752 -1.1 1.4 -1.9
N -1.4369 -0.1588 -0.0977 -0.8 -2.0 -2.1
N -0.0807 -1.3303 -1.4882 -2.5 -0.8 -0.3
Cl -0.4370 -0.4010 2.5618 -0.9 0.9 1.7
I 2.7660 -1.8248 -2.0330 0.1 0.1 -0.3
H 0.4114 -1.8590 -3.4115 -0.1 -0.1 0.4
H -2.7194 1.3642 0.1715 2.5 -0.5 1.2
H 0.0816 2.1690 -0.0141 -1.4 0.0 2.0
H -0.8036 2.5104 1.6479 -0.6 1.5 0.6
H 1.8740 0.0082 0.0602 0.5 -0.6 0.6
H 1.2473 1.3183 2.1058 0.8 0.4 1.2
H -1.0970 -1.4538 -1.7448 1.0 0.3 -0.2
```
Forces are in eV/Å.

Calculated values
- DFT total energy (eV) = -30961.295
- LUMO level (spin up / spin down) (eV) = -4.642 / -4.643
- ΔE to the lowest compared entry with this formula, charge and spin (kJ/mol) = 64.2
- highest occupied orbital energy (spin up / spin down) (eV) = -11.58 / -11.58
- net charge = +1

=====

[5]
C24H18F5FeNO6S2Te | wB97M-V/def2-TZVPD

Structure (XYZ):
```
58
Properties=species:S:1:pos:R:3:forces:R:3
Fe -1.4945 0.7106 -0.4068 -0.7 0.2 -0.3
C -0.7276 -2.0723 0.4627 -0.1 -0.3 0.1
C -2.2000 -2.1548 0.1819 0.0 0.0 0.2
C -2.9067 -3.3677 0.3572 0.0 0.0 0.0
C -4.2514 -3.3639 0.1502 0.0 0.0 0.0
C -4.9125 -2.1824 -0.2756 0.0 0.0 0.0
C -6.3015 -2.1195 -0.5293 0.0 0.0 0.0
C -6.8389 -0.9453 -0.9853 0.0 0.0 0.0
C -6.0356 0.1826 -1.2316 0.0 0.0 0.0
C -4.6692 0.1715 -1.0126 0.0 0.0 0.0
S -3.6305 1.5089 -1.4012 0.0 0.0 0.0
C -4.1201 -1.0362 -0.4775 0.0 0.0 -0.1
N -2.7879 -1.0532 -0.2033 0.2 -0.1 0.0
H -0.2601 -2.9975 0.1046 0.2 0.3 0.0
H -0.5792 -2.0231 1.5473 0.1 0.0 0.0
H 0.6593 -0.5465 0.2584 -0.3 0.0 0.2
H -2.3631 -4.2597 0.6417 0.0 0.0 0.0
H -4.8326 -4.2698 0.2845 0.0 0.0 0.0
H -6.9137 -2.9990 -0.3683 0.0 0.0 0.0
H -7.9038 -0.8818 -1.1802 0.0 0.0 0.0
H -6.4853 1.0859 -1.6250 0.0 0.0 0.0
O 1.1913 4.6610 -0.9041 0.0 0.0 0.0
C 0.4135 5.1987 0.0665 0.0 0.0 0.0
C 0.6355 6.4983 0.5206 0.0 0.0 0.0
C -0.1550 7.0439 1.5178 0.0 0.0 0.0
C -1.1760 6.2943 2.0840 0.0 0.0 0.0
C -1.3822 4.9965 1.6417 0.0 0.0 0.0
C -0.6106 4.4332 0.6323 0.0 0.0 0.0
C -0.9032 3.0186 0.2220 0.1 -0.1 0.1
O -1.4009 2.2408 1.0876 0.1 0.0 0.0
O -0.6845 2.6339 -0.9528 0.1 -0.1 0.1
H 1.9292 5.2540 -1.0749 0.0 0.0 0.0
H 1.4413 7.0787 0.0818 0.0 0.0 0.0
H 0.0345 8.0563 1.8544 0.0 0.0 0.0
H -1.7955 6.7107 2.8680 0.0 0.0 0.0
H -2.1503 4.3722 2.0788 0.0 0.0 0.0
F 1.6599 -4.1563 -1.6466 -0.2 0.0 0.1
Te 1.7213 -5.6284 -0.3515 0.2 0.3 -0.1
F 2.0441 -4.1475 0.8555 0.0 -0.1 0.1
F -0.0663 -5.3184 0.1425 -0.2 0.4 0.0
F 1.5908 -6.7579 1.2871 -0.1 -0.2 -0.2
F 0.7078 -6.5665 -1.7710 0.2 -0.4 0.1
O -0.2245 -0.9076 -0.1525 0.3 0.2 -0.2
O 7.1379 -2.6404 -1.7432 0.0 0.0 0.0
C 7.1413 -1.4988 -0.9988 0.0 0.0 0.0
O 8.2038 -0.9638 -0.7892 0.0 0.0 0.0
C 5.8355 -1.0147 -0.5126 0.0 0.0 0.0
C 4.6140 -1.6454 -0.7777 -0.1 0.0 0.0
C 3.4236 -1.1360 -0.3055 0.0 -0.1 0.0
C 3.3848 0.0361 0.4746 0.0 0.0 0.0
S 1.9053 0.6939 1.0915 0.1 -0.1 0.0
C 4.6239 0.6517 0.7525 0.0 0.0 -0.1
C 5.8088 0.1459 0.2671 0.0 0.0 0.0
H 6.2326 -2.9643 -1.8154 0.0 0.0 0.0
H 4.5401 -2.5656 -1.3522 0.0 0.0 0.0
H 2.5100 -1.6773 -0.5171 0.0 0.0 0.0
H 4.6237 1.5477 1.3611 0.0 0.0 0.0
H 6.7493 0.6361 0.4857 0.0 0.0 0.0
```
Forces are in eV/Å.

Calculated values
- multiplicity = 5
- DFT total energy (eV) = -115902.148
- LUMO level (spin up / spin down) (eV) = 4.073 / 4.072
- ΔE to the lowest compared entry with this formula, charge and spin (kJ/mol) = 0.0
- highest occupied orbital energy (spin up / spin down) (eV) = -2.31 / -2.32
- net charge = -2

=====

[6]
C4H7NO | wB97M-V/def2-TZVPD

Structure (XYZ):
```
13
Properties=species:S:1:pos:R:3:forces:R:3
C -2.4833 -0.4928 0.0097 -5.2 -1.9 -2.1
N -1.7542 0.4534 -0.2597 2.9 1.4 0.1
C -0.4430 0.3120 0.3401 -1.2 0.9 -1.4
O 0.3050 1.4691 0.4314 0.1 1.1 0.9
C 0.7684 0.4554 -0.4399 0.9 -0.3 -0.1
C 2.0901 -0.1711 -0.0344 0.3 0.7 -0.3
H -3.5278 -0.3947 -0.6038 2.1 -0.8 1.9
H -2.2955 -1.4383 0.5873 0.1 1.0 -0.2
H -0.5086 -0.2813 1.1910 0.5 -1.2 1.7
H 0.7055 0.8167 -1.4309 -0.4 -0.2 -1.2
H 2.2546 0.4404 0.8862 0.6 -1.1 -0.3
H 2.8908 0.1130 -0.8119 -1.1 -0.8 1.3
H 1.9980 -1.2819 0.1350 0.4 1.3 -0.1
```
Forces are in eV/Å.

Calculated values
- DFT total energy (eV) = -7796.315
- LUMO level (eV) = 1.059
- ΔE to the lowest compared entry with this formula, charge and spin (kJ/mol) = 321.2
- highest occupied orbital energy (eV) = -10.02